1.
{
  "formula": "C23H17F6N9O4PSSeV",
  "method": "the ωB97M-V functional and the def2-TZVPD basis",
  "elements": ["V", "N", "C", "S", "N", "N", "C", "C", "C", "C", "C", "C", "C", "C", "C", "C", "C", "C", "N", "H", "H", "H", "H", "H", "H", "H", "H", "H", "H", "H", "O", "C", "O", "C", "C", "N", "N", "C", "C", "O", "O", "H", "H", "H", "Se", "N", "C", "C", "C", "C", "N", "C", "N", "H", "H", "H", "F", "P", "F", "F", "F", "F", "F"],
  "positions_angstrom": [[-1.0844, -1.0961, -0.5569], [2.2174, -3.0364, -2.7739], [1.2888, -2.6647, -1.9097], [-0.3475, -2.9749, -2.0609], [1.8440, -2.0745, -0.7660], [0.9412, -1.5364, 0.0121], [1.3231, -1.2465, 1.2596], [2.6759, -1.5194, 1.7568], [2.8529, -2.3561, 2.8578], [4.1304, -2.6128, 3.3289], [5.2251, -2.0093, 2.7275], [5.0489, -1.1569, 1.6432], [3.7798, -0.9215, 1.1455], [0.2892, -0.6762, 2.0992], [0.5510, -0.1935, 3.3704], [-0.4725, 0.4187, 4.0806], [-1.7080, 0.5520, 3.4848], [-1.8986, 0.0372, 2.2044], [-0.9358, -0.5864, 1.5406], [1.9665, -3.5050, -3.6284], [3.1898, -2.9038, -2.5427], [1.9948, -2.8255, 3.3236], [4.2705, -3.2806, 4.1679], [6.2200, -2.2007, 3.1066], [5.9036, -0.6782, 1.1847], [3.6326, -0.2603, 0.3021], [1.5467, -0.2758, 3.7803], [-0.2950, 0.8000, 5.0771], [-2.5306, 1.0424, 3.9854], [-2.8566, 0.1282, 1.7153], [-2.9847, 4.5342, -0.6086], [-2.2257, 4.9490, 0.3968], [-2.4122, 5.9961, 0.9571], [-1.1074, 4.0593, 0.8487], [-0.2686, 4.4481, 1.8618], [0.6106, 3.4460, 2.0431], [0.4157, 2.4142, 1.2184], [-0.6207, 2.7796, 0.4692], [-1.1167, 1.8443, -0.5802], [-2.0829, 2.1395, -1.2730], [-0.4559, 0.7274, -0.6826], [-2.6894, 3.6527, -0.9374], [-0.2586, 5.3599, 2.4345], [1.3820, 3.4217, 2.6871], [-3.5644, -0.1866, -2.9673], [-3.1284, 0.6897, -4.4120], [-1.8102, 0.6764, -4.5152], [-1.0581, 1.3077, -5.5482], [0.2879, 1.2081, -5.4765], [0.8939, 0.4762, -4.4052], [0.2593, -0.1255, -3.4399], [-1.0978, -0.0204, -3.4811], [-1.8758, -0.5585, -2.5437], [-1.5720, 1.8398, -6.3371], [0.9271, 1.6657, -6.2185], [1.9772, 0.4056, -4.3800], [-3.1563, -0.9424, -0.2517], [-3.6914, -2.5789, 0.1605], [-5.1745, -2.1252, -0.0556], [-2.0023, -2.8136, 0.3113], [-3.4984, -2.9015, -1.3906], [-3.9722, -4.0683, 0.5281], [-3.6926, -2.1072, 1.6721]],
  "spin_multiplicity": 4,
  "lumo_ev": [-4.3519, -6.1902],
  "gap_ev": [7.73, 5.91],
  "total_charge": 1,
  "total_energy_ha": -6364.7215
}

2.
{
  "formula": "C5H10F9N2OTc",
  "method": "the ωB97M-V functional and the def2-TZVPD basis",
  "elements": ["C", "Tc", "N", "N", "H", "H", "H", "H", "H", "H", "H", "H", "H", "H", "F", "C", "F", "F", "C", "O", "C", "F", "F", "F", "C", "F", "F", "F"],
  "positions_angstrom": [[-2.3874, 0.7713, -3.1603], [0.0140, -0.0318, -1.5269], [1.8352, -0.1277, -0.3985], [1.0213, -0.7516, -3.3643], [1.7702, -0.9743, 0.2150], [-1.4987, 1.2119, -2.6577], [-3.2975, 1.2955, -2.8613], [-2.5012, -0.2764, -2.9343], [-2.2753, 1.0004, -4.2560], [1.4288, -1.6859, -3.2866], [1.8013, -0.1959, -3.7218], [0.4169, -0.8369, -4.1835], [2.7496, -0.1564, -0.8911], [1.8581, 0.6657, 0.2663], [1.1892, -2.1041, 2.1723], [1.1639, -0.8170, 2.5954], [1.0050, -0.8184, 3.9515], [2.4001, -0.3028, 2.3385], [-0.0231, 0.0082, 1.8840], [-0.2567, 0.0028, 0.4690], [-1.3428, -0.6457, 2.2861], [-1.5572, -0.6601, 3.6181], [-2.3731, 0.0253, 1.6969], [-1.3993, -1.9237, 1.8198], [0.0519, 1.4807, 2.3774], [-0.1162, 1.5748, 3.7269], [1.2382, 2.0708, 2.0534], [-0.9150, 2.2013, 1.7719]],
  "spin_multiplicity": 4,
  "de_lowest_kj_mol": 106.4,
  "lumo_ev": [-4.1405, -4.8895],
  "gap_ev": [9.23, 7.66],
  "total_charge": 1,
  "total_energy_ha": -1360.5674
}

3.
{
  "formula": "C2H4F2N4O3",
  "method": "the ωB97M-V functional and the def2-TZVPD basis",
  "elements": ["C", "C", "N", "N", "N", "N", "O", "O", "O", "F", "F", "H", "H", "H", "H"],
  "positions_angstrom": [[-0.8486, 0.2320, -1.3459], [-0.7208, -0.2541, 1.9003], [-0.5773, 0.1640, -2.6629], [0.1995, 0.0469, -0.4849], [0.1615, 0.3153, 2.6266], [1.4279, -0.3546, -0.6662], [1.8769, -0.5381, -1.7891], [-1.9456, 0.4618, -0.8600], [2.0594, -0.5260, 0.3654], [0.3013, 1.6237, 2.8111], [1.1372, -0.3028, 3.3012], [-0.7094, -1.3322, 1.8334], [-1.3921, 0.3148, 1.2456], [0.3541, -0.1069, -2.9502], [-1.3242, 0.2565, -3.3243]],
  "de_lowest_kj_mol": 184.3,
  "lumo_ev": -1.2037,
  "gap_ev": 8.15,
  "total_energy_ha": -722.7653
}

4.
{
  "formula": "C5H13NO",
  "method": "the ωB97M-V functional and the def2-TZVPD basis",
  "elements": ["C", "C", "C", "N", "O", "H", "H", "H", "H", "H", "H", "H", "C", "C", "H", "H", "H", "H", "H", "H"],
  "positions_angstrom": [[-1.7715, -2.0892, 0.4227], [-1.2195, -0.6411, 0.0842], [-0.3934, -0.2888, 1.2782], [0.9544, -0.4196, 1.3773], [-1.0172, -0.1414, 2.3293], [-2.7465, -1.8775, 0.8550], [-1.1948, -2.6451, 1.1598], [-1.7711, -2.7528, -0.4438], [-0.6528, -0.8338, -0.8319], [-2.0389, 0.0377, -0.1139], [1.3320, -0.6799, 2.2688], [1.5142, -0.6121, 0.5656], [0.9082, 2.0056, -0.4417], [1.2799, 1.1900, -1.7047], [1.2568, 3.0194, -0.6122], [-0.1798, 2.0428, -0.3989], [1.4796, 1.7013, 0.4215], [0.5755, 0.4203, -2.0050], [2.2873, 0.7498, -1.6300], [1.3977, 1.8144, -2.5799]],
  "de_lowest_kj_mol": 88.0,
  "lumo_ev": 0.8887,
  "gap_ev": 10.45,
  "smiles": "CCC(N)=O.CC",
  "total_energy_ha": -328.2853
}

5.
{
  "formula": "C3H4NS",
  "method": "the ωB97M-V functional and the def2-TZVPD basis",
  "elements": ["C", "C", "C", "N", "S", "H", "H", "H", "H"],
  "positions_angstrom": [[0.5323, 0.7690, 0.4312], [1.0789, 1.6448, 1.0732], [-0.6262, -0.9024, -1.2222], [-0.2027, -0.3986, 0.1094], [1.7902, 2.8356, 1.9237], [-1.6935, -1.1024, -1.3493], [0.1563, -1.4437, -1.8166], [0.1607, -1.1778, 0.5396], [-1.1960, -0.2244, 0.3110]],
  "de_lowest_kj_mol": 508.7,
  "lumo_ev": [-5.9900, -7.0018],
  "gap_ev": [7.84, 6.47],
  "total_charge": 1,
  "total_energy_ha": -569.1538
}

6.
{
  "formula": "C5H8O3",
  "method": "the ωB97M-V functional and the def2-TZVPD basis",
  "elements": ["C", "C", "C", "O", "C", "O", "C", "O", "H", "H", "H", "H", "H", "H", "H", "H"],
  "positions_angstrom": [[-1.1161, 1.6258, -0.4417], [-1.2548, 0.3913, 0.3988], [-0.6845, -0.8368, 0.1343], [-1.3942, -2.0129, 0.2310], [0.7218, -0.8205, 0.0743], [1.4910, -1.7924, -0.5556], [1.2792, 0.3189, 0.6171], [2.4855, 0.8030, 0.2185], [-2.0346, 1.8090, -1.0050], [-0.2870, 1.5409, -1.1436], [-0.9459, 2.5009, 0.1894], [-2.1765, 0.3608, 0.9770], [-0.8053, -2.7178, 0.5315], [0.9516, -2.2230, -1.2297], [0.9955, 0.7430, 1.5656], [2.7744, 0.3098, -0.5619]],
  "de_lowest_kj_mol": 272.1,
  "lumo_ev": 0.4585,
  "gap_ev": 8.33,
  "smiles": "C/C=C(O)\\C(O)=C\\O",
  "total_energy_ha": -420.9524
}

7.
{
  "formula": "C41H33CrN6O2Si",
  "method": "the ωB97M-V functional and the def2-TZVPD basis",
  "elements": ["Cr", "O", "C", "N", "C", "C", "C", "C", "C", "C", "N", "C", "O", "C", "C", "C", "C", "C", "N", "C", "C", "C", "C", "C", "N", "H", "H", "H", "H", "H", "H", "H", "H", "H", "H", "H", "H", "N", "C", "C", "C", "N", "C", "C", "H", "H", "H", "H", "H", "H", "C", "C", "C", "C", "C", "C", "Si", "C", "C", "C", "C", "C", "C", "C", "C", "C", "C", "C", "C", "H", "H", "H", "H", "H", "H", "H", "H", "H", "H", "H", "H", "H", "H", "H"],
  "positions_angstrom": [[-0.1117, 0.0673, 0.2810], [-2.1736, -3.4283, -0.2054], [-1.6357, -2.3366, -0.3194], [-0.4888, -1.8744, 0.1949], [0.6242, -2.6812, 0.5037], [0.6033, -4.0138, 0.8877], [1.8093, -4.6803, 1.0930], [3.0143, -4.0242, 0.9063], [3.0466, -2.6901, 0.5113], [1.8521, -2.0122, 0.3168], [1.7034, -0.6493, -0.0064], [2.7074, 0.1699, -0.3312], [3.8787, -0.0757, -0.5970], [2.2626, 1.6238, -0.2729], [3.1965, 2.6306, -0.4486], [2.8138, 3.9449, -0.2500], [1.5070, 4.2132, 0.1286], [0.6287, 3.1566, 0.2699], [0.9864, 1.8854, 0.0616], [-2.2087, -1.3022, -1.2868], [-3.4566, -1.4838, -1.8574], [-3.8821, -0.5917, -2.8272], [-3.0371, 0.4414, -3.2049], [-1.8110, 0.5579, -2.5693], [-1.4019, -0.2814, -1.6212], [-0.3460, -4.5149, 1.0127], [1.7979, -5.7192, 1.3975], [3.9470, -4.5497, 1.0682], [3.9818, -2.1760, 0.3546], [4.2027, 2.3385, -0.7142], [3.5277, 4.7495, -0.3700], [1.1674, 5.2187, 0.3315], [-0.3867, 3.3280, 0.5950], [-4.0442, -2.3355, -1.5412], [-4.8517, -0.7070, -3.2951], [-3.3170, 1.1461, -3.9759], [-1.1260, 1.3574, -2.8312], [-5.9534, 2.2937, 1.3039], [-4.6906, 1.8321, 1.0941], [-4.2275, 0.6630, 1.7071], [-2.9492, 0.2269, 1.4542], [-2.0920, 0.8651, 0.6417], [-2.5553, 1.9580, 0.0229], [-3.8104, 2.4812, 0.2183], [-6.5053, 1.9018, 2.0452], [-6.2087, 3.2099, 0.9839], [-4.8575, 0.0943, 2.3787], [-2.5842, -0.6786, 1.9246], [-1.8793, 2.4375, -0.6741], [-4.1119, 3.3733, -0.3148], [-3.1329, -2.0757, 5.0847], [-2.7835, -0.7867, 5.4574], [-1.7464, -0.1283, 4.8061], [-1.0369, -0.7364, 3.7666], [-1.3941, -2.0457, 3.4235], [-2.4276, -2.7084, 4.0688], [0.3038, 0.1698, 2.7747], [1.9572, -0.5760, 3.2948], [3.1691, -0.0428, 2.8455], [4.3842, -0.6289, 3.1602], [4.4167, -1.7786, 3.9384], [3.2297, -2.3287, 4.3941], [2.0160, -1.7319, 4.0770], [0.2675, 1.9995, 3.2998], [-0.9221, 2.7381, 3.2141], [-0.9592, 4.0999, 3.4775], [0.2042, 4.7718, 3.8328], [1.3891, 4.0606, 3.9448], [1.4141, 2.6945, 3.6888], [-3.9430, -2.5890, 5.5879], [-3.3144, -0.2919, 6.2622], [-1.4878, 0.8752, 5.1196], [-0.8703, -2.5530, 2.6222], [-2.6859, -3.7169, 3.7709], [3.1734, 0.8423, 2.2198], [5.3032, -0.1996, 2.7811], [5.3631, -2.2472, 4.1779], [3.2437, -3.2316, 4.9922], [1.1017, -2.1828, 4.4413], [-1.8451, 2.2431, 2.9418], [-1.8982, 4.6373, 3.4093], [0.1818, 5.8351, 4.0373], [2.2995, 4.5671, 4.2418], [2.3518, 2.1602, 3.8039]],
  "spin_multiplicity": 4,
  "de_lowest_kj_mol": 27.5,
  "lumo_ev": [0.0319, -0.0812],
  "gap_ev": [6.91, 6.86],
  "total_energy_ha": -3395.3276
}

8.
{
  "formula": "C36H24O24",
  "method": "the ωB97M-V functional and the def2-TZVPD basis",
  "elements": ["O", "C", "C", "C", "O", "C", "O", "C", "C", "O", "H", "H", "H", "H", "O", "C", "C", "C", "O", "C", "O", "C", "C", "O", "H", "H", "H", "H", "O", "C", "C", "C", "O", "C", "O", "C", "C", "O", "H", "H", "H", "H", "O", "C", "C", "C", "O", "C", "O", "C", "C", "O", "H", "H", "H", "H", "O", "C", "C", "C", "O", "C", "O", "C", "C", "O", "H", "H", "H", "H", "O", "C", "C", "C", "O", "C", "O", "C", "C", "O", "H", "H", "H", "H"],
  "positions_angstrom": [[2.5279, 5.0362, 4.2299], [2.9076, 4.7091, 3.1020], [2.1464, 4.0356, 2.0216], [2.6100, 3.9909, 0.7820], [1.9450, 3.5128, -0.2947], [4.0006, 4.5218, 0.4990], [4.2756, 4.3409, -0.6543], [4.8150, 5.2204, 1.6210], [4.2909, 5.3154, 2.8321], [4.8725, 6.0394, 3.8286], [1.1163, 3.8036, 2.2489], [2.5404, 3.7034, -1.0578], [5.7750, 5.6000, 1.3078], [4.2584, 5.9649, 4.6244], [5.8168, 0.4938, -1.5949], [5.3919, 0.3292, -0.4907], [4.1071, 0.8444, 0.1075], [3.7724, 0.5598, 1.3609], [2.5842, 0.8937, 1.9163], [4.8194, -0.1815, 2.2402], [4.4127, -0.3004, 3.3876], [6.1372, -0.6238, 1.6502], [6.3769, -0.4487, 0.3931], [7.4926, -0.9043, -0.1716], [3.4220, 1.4241, -0.4913], [2.6879, 0.4887, 2.7964], [6.7840, -1.2201, 2.3023], [7.4586, -0.6287, -1.1181], [-5.8440, 6.4253, 1.0440], [-5.2448, 5.9935, 0.0606], [-5.5161, 6.4180, -1.2876], [-4.8572, 5.9542, -2.3425], [-4.9893, 6.3470, -3.6159], [-3.6741, 4.9654, -2.0654], [-3.1388, 4.5644, -3.0853], [-3.3986, 4.5641, -0.6733], [-4.0920, 5.0473, 0.3405], [-3.8127, 4.8395, 1.6244], [-6.2482, 7.2300, -1.3421], [-4.3389, 5.8775, -4.2095], [-2.5603, 3.9170, -0.3897], [-4.5294, 5.2320, 2.1534], [-0.8129, 2.1428, 0.8480], [-1.5532, 1.1664, 0.7139], [-2.9519, 1.1589, 0.8607], [-3.6603, 0.0458, 0.6244], [-4.9633, -0.0971, 0.8141], [-2.9340, -1.2392, 0.1391], [-3.7295, -2.1475, -0.0292], [-1.4605, -1.2089, -0.1814], [-0.7486, -0.0542, 0.1599], [0.5608, 0.0220, -0.0626], [-3.4398, 2.0992, 1.0911], [-5.0716, -1.0417, 0.5210], [-1.0220, -2.1174, -0.6282], [0.8362, 0.9492, 0.1744], [-5.8364, -7.4683, -3.0853], [-5.0960, -6.7965, -2.4454], [-5.3742, -6.0353, -1.1181], [-4.3763, -5.4174, -0.4440], [-4.6894, -4.6553, 0.6530], [-2.9732, -5.4478, -1.0157], [-2.1111, -5.0122, -0.2946], [-2.7688, -5.9937, -2.3449], [-3.7174, -6.7178, -3.0045], [-3.5316, -7.2348, -4.2190], [-6.3787, -6.1131, -0.7274], [-3.8833, -4.4474, 1.1559], [-1.8017, -5.9510, -2.8148], [-4.3457, -7.7210, -4.4487], [0.9844, -3.1093, -2.2807], [1.5794, -3.6755, -1.3645], [1.1084, -4.8287, -0.6692], [1.7878, -5.4312, 0.3279], [1.4896, -6.5607, 1.0012], [3.1011, -4.7778, 0.7655], [3.8206, -5.3071, 1.5707], [3.4959, -3.4200, 0.1909], [2.8121, -2.9405, -0.8952], [3.1112, -1.8018, -1.4550], [0.1391, -5.1595, -1.0240], [0.5934, -6.9149, 0.8094], [4.3477, -2.8632, 0.6514], [2.3626, -1.7720, -2.1107]],
  "de_lowest_kj_mol": 132.2,
  "lumo_ev": -1.6063,
  "gap_ev": 7.87,
  "smiles": "O=C1C=C(O)C(=O)C=C1O.O=C1C=C(O)C(=O)C=C1O.O=C1C=C(O)C(=O)C=C1O.O=C1C=C(O)C(=O)C=C1O.O=C1C=C(O)C(=O)C=C1O.O=C1C=C(O)C(=O)C=C1O",
  "total_energy_ha": -3191.8739
}